This record from the OMol25 dataset describes a single C3H6S3Si molecule at a distorted geometry. The level of theory is ωB97M-V/def2-TZVPD.

```
13
C3H6S3Si | the OMol25 dataset | ωB97M-V/def2-TZVPD
S 1.190 1.733 0.480
S 1.244 -1.556 0.778
S -2.516 0.186 1.199
Si 2.537 0.068 0.175
C -0.406 -1.324 -0.027
C -1.186 0.000 -0.077
C -0.374 1.263 -0.392
H -1.819 -0.117 -0.970
H -1.007 -2.066 0.496
H -1.003 2.137 -0.215
H -0.100 1.238 -1.447
H 3.687 0.101 1.053
H -0.247 -1.666 -1.052
```

Summary:
LUMO (alpha / beta) = -1.214 / -2.200 eV
E_tot = -1601.89440 Eh
ΔE to the lowest compared entry with this formula, charge and spin = 65.5 kcal per mole
Gap between HOMO and LUMO (alpha / beta) = 7.577 / 5.365 eV
Largest force on an atom = 2.10 eV/Å
Total charge = 0

---

This record from the OMol25 dataset describes a single C4H9NO molecule. The level of theory is ωB97M-V/def2-TZVPD.

```
15
C4H9NO | the OMol25 dataset | ωB97M-V/def2-TZVPD
O 1.270 1.665 0.560
N 2.099 -0.184 -0.432
C 1.068 0.609 -0.014
C -1.388 1.065 0.170
C -0.540 -1.310 0.333
C -0.335 0.070 -0.305
H -0.446 -1.247 1.423
H 1.959 -1.011 -0.988
H -0.414 -0.040 -1.397
H -1.225 2.049 -0.276
H 3.036 0.166 -0.314
H 0.186 -2.049 -0.022
H -1.541 -1.690 0.102
H -1.336 1.187 1.256
H -2.393 0.719 -0.096
```

Summary:
LUMO = 0.895 eV
E_tot = -287.83129 Eh
ΔE to the lowest compared entry with this formula, charge and spin = 0.7 kcal per mole
Gap between HOMO and LUMO = 10.616 eV
Largest force on an atom = 0.36 eV/Å
Total charge = 0
Structure (SMILES) = CC(C)C(N)=O

---

This record from the OMol25 dataset describes 9 unconnected molecules or ions with the total composition C53H74Br2ClF3N8O4S at a distorted geometry. The level of theory is ωB97M-V/def2-TZVPD.

```
146
C53H74Br2ClF3N8O4S | the OMol25 dataset | ωB97M-V/def2-TZVPD
Br -1.763 -5.227 -0.157
Br -2.858 4.524 -0.289
Cl -2.751 3.332 2.961
S -0.478 1.080 -3.174
F -5.575 -1.715 -2.712
F -4.581 -2.367 -4.673
F -3.978 -3.491 -2.763
O 0.145 2.458 -2.377
O -1.703 1.582 -3.946
O -4.767 1.790 2.546
O -0.823 0.043 -1.960
N 0.892 -6.688 1.737
N -8.496 -6.076 -1.210
N 5.037 4.719 7.760
N -1.606 0.610 -6.900
N 1.085 3.683 5.050
N -6.884 5.079 -3.986
N 3.519 6.196 -1.253
N 3.163 -9.001 2.301
C 5.897 5.749 8.030
C 3.701 2.339 -0.920
C -6.971 -4.587 -1.836
C -1.323 -1.386 -7.828
C 6.567 5.449 9.191
C 4.213 -9.320 3.117
C -1.162 -2.404 -0.765
C 6.089 4.194 9.641
C 4.644 -10.581 2.781
C 3.597 -1.302 -0.710
C 3.151 2.164 0.588
C 3.200 3.196 5.509
C -3.682 2.127 1.980
C -7.390 -5.887 -1.995
C -0.864 3.365 -1.939
C -2.115 0.691 -8.168
C -2.138 2.857 -1.149
C 2.922 -10.038 1.442
C 1.827 -6.454 3.736
C -8.795 -4.911 -0.558
C -0.934 -3.483 0.448
C -2.018 1.574 -0.183
C 5.347 7.394 -0.872
C -3.280 -0.174 -1.851
C -0.816 1.827 0.824
C 1.842 4.700 4.535
C 4.820 6.381 -1.636
C -7.865 -3.970 -0.924
C 0.660 1.383 0.528
C -4.333 -2.187 -3.265
C -5.981 4.308 -4.667
C 4.611 1.087 -1.390
C 4.324 7.839 0.001
C -1.125 -0.654 -6.683
C -1.950 -0.533 -8.770
C -3.127 -1.108 -3.134
C 3.826 -11.036 1.719
C -6.089 3.601 -2.536
C 3.632 -0.135 -1.827
C 1.634 2.679 0.729
C 0.791 -7.045 3.055
C 3.207 7.084 -0.259
C 5.143 3.769 8.740
C 2.586 -5.716 2.794
C 3.161 4.427 4.808
C 2.962 -2.648 -1.346
C -5.473 3.379 -3.792
C -1.692 -1.064 -0.025
C 1.987 -5.882 1.567
C -6.952 4.659 -2.684
C -1.910 0.192 -1.063
C -3.439 1.477 0.569
C 1.904 2.759 5.641
H -7.414 5.839 -4.380
H 3.890 -11.988 1.212
H -4.738 2.622 -4.031
H -1.243 3.949 -2.866
H -1.103 1.339 1.837
H 2.915 -0.980 0.158
H -2.249 -0.787 -9.777
H 0.260 -6.974 1.005
H -5.919 3.048 -1.623
H 0.168 -3.710 0.625
H 3.787 2.744 1.337
H 3.472 -5.130 2.989
H -2.952 2.609 -1.934
H 1.379 5.530 4.022
H -7.832 -2.948 -0.576
H 3.168 1.055 0.885
H 5.259 5.777 -2.416
H 2.562 0.247 -1.997
H -1.518 -3.195 1.382
H 6.402 3.660 10.527
H 2.499 -3.246 -0.488
H 6.356 7.773 -0.936
H -2.652 -1.364 0.510
H 2.889 5.513 -1.642
H 2.125 -2.430 -2.108
H -1.048 -2.420 -7.972
H 4.003 5.045 4.532
H 4.635 -1.472 -0.251
H 4.562 -8.625 3.866
H 0.952 0.947 -0.471
H -1.932 -2.896 -1.441
H -3.838 0.399 0.697
H -6.995 -6.691 -2.597
H 1.021 0.635 1.335
H -0.810 2.962 1.057
H -3.934 -0.767 -1.100
H -0.351 4.177 -1.292
H 2.787 2.421 -1.628
H 1.505 3.150 1.774
H -4.208 1.956 -0.154
H 2.219 7.101 0.178
H -3.917 0.723 -2.149
H 5.458 -11.115 3.248
H 1.497 1.873 6.104
H -0.009 -7.686 3.394
H -0.912 -0.845 0.777
H 4.419 4.668 6.963
H -3.243 -0.463 -4.086
H 7.317 6.066 9.665
H 2.244 -5.496 0.592
H -0.125 -2.286 -1.235
H -2.171 -1.713 -3.219
H 0.080 3.623 5.001
H -0.684 -0.923 -5.734
H 4.397 8.626 0.738
H 2.645 -8.132 2.328
H 1.388 3.486 -0.064
H 5.226 1.438 -2.296
H 4.079 2.685 5.875
H -6.125 -4.125 -2.318
H 5.300 0.787 -0.522
H 4.540 2.875 8.711
H 4.278 3.327 -0.983
H -2.548 1.610 -8.532
H 3.808 -3.238 -1.833
H -9.641 -4.853 0.110
H 4.096 -0.604 -2.765
H 2.131 -9.979 0.710
H 5.959 6.604 7.373
H 2.019 -6.543 4.796
H -5.779 4.485 -5.712
H -1.587 1.363 -6.230
H -9.009 -6.938 -1.127
H -7.608 5.146 -1.979
```

Summary:
LUMO = -0.176 eV
E_tot = -9108.70162 Eh
Gap between HOMO and LUMO = 7.766 eV
Largest force on an atom = 6.03 eV/Å
Total charge = 0

---

This record from the OMol25 dataset describes a molecular structure, C20H60HfN10O6P3 at a distorted geometry. The level of theory is ωB97M-V/def2-TZVPD.

```
100
C20H60HfN10O6P3 | the OMol25 dataset | ωB97M-V/def2-TZVPD
Hf -0.666 -1.025 1.691
P 0.108 -2.767 -1.779
P -3.399 1.633 2.588
P 3.245 -0.090 1.012
O 1.804 -0.529 1.137
O 0.950 2.474 -3.857
O 0.066 -2.043 -0.439
O -0.730 0.796 0.159
O 0.726 1.504 -5.794
O -2.416 0.474 2.458
N -2.789 3.204 2.183
N 3.489 1.375 1.713
N -0.470 -1.801 -3.066
N -3.933 1.766 4.222
N -4.839 1.374 1.663
N 1.684 -3.413 -2.206
N -0.920 -4.120 -1.815
N 4.404 -1.208 1.761
N 3.842 0.124 -0.576
N 0.274 2.031 -4.802
C 2.361 -3.680 -0.993
C 5.671 -1.593 1.203
C -0.523 1.723 -0.844
C -1.534 3.497 2.619
C -4.853 1.824 0.254
C 1.999 -4.278 -3.309
C 3.030 -0.317 -1.805
C -1.420 -4.628 -3.080
C -5.777 0.268 2.081
C 4.939 0.951 -0.999
C 4.694 1.710 2.533
C -4.892 2.737 4.594
C 4.135 -1.724 3.074
C -1.162 2.306 -4.739
C -1.078 -5.034 -0.679
C -1.868 -1.406 -3.020
C 2.587 2.467 1.296
C 0.286 -1.062 -4.060
C -3.109 1.342 5.309
C -3.651 4.407 1.859
H 0.051 1.268 -1.651
H -4.143 4.690 2.790
H 2.685 3.308 1.982
H -0.125 2.668 -0.475
H -3.968 2.420 0.033
H 1.829 -3.532 -0.053
H 1.668 -5.312 -3.213
H 5.014 -1.602 3.707
H -2.691 0.365 5.068
H -1.177 3.338 -4.388
H -6.069 0.410 3.122
H -0.303 -0.701 -4.904
H -1.667 1.623 -4.056
H 1.083 -1.709 -4.425
H 6.256 -0.701 0.981
H -3.019 5.267 1.634
H 4.598 1.786 -1.611
H 2.171 -0.861 -1.411
H -4.921 0.943 -0.384
H 3.599 -0.852 -2.565
H -1.498 3.221 3.673
H -1.558 -3.807 -3.784
H -2.300 -1.001 -3.935
H -6.615 0.307 1.385
H 5.593 -2.112 0.247
H 1.552 2.129 1.249
H 2.748 -4.695 -1.070
H 3.192 -2.975 -1.012
H 3.052 -4.238 -3.589
H 3.284 -1.193 3.500
H 4.718 2.782 2.732
H -3.649 1.144 6.235
H 6.226 -2.214 1.906
H 3.908 -2.790 3.048
H -4.446 3.535 5.187
H 5.430 1.279 -0.083
H 1.415 -4.042 -4.198
H 2.895 2.675 0.271
H -0.726 -5.377 -3.460
H 4.594 1.157 3.468
H -1.049 -4.565 0.304
H -1.305 4.528 2.349
H -0.327 -5.824 -0.718
H -5.622 2.556 0.007
H 5.629 1.696 1.973
H -1.564 2.242 -5.750
H 2.564 0.578 -2.218
H -5.314 3.257 3.734
H -2.386 -5.088 -2.873
H -5.641 2.235 5.208
H 0.862 -0.228 -3.659
H -1.428 2.086 -1.331
H -2.027 -5.568 -0.725
H -4.386 4.242 1.072
H -1.875 -0.656 -2.229
H 5.705 0.439 -1.582
H -2.575 -2.086 -2.544
H -5.198 -0.644 1.937
H -2.264 2.023 5.409
H -0.753 2.910 2.136
```

Summary:
LUMO (alpha / beta) = -14.702 / -14.702 eV
E_tot = -2867.43009 Eh
Spin multiplicity = 2
Gap between HOMO and LUMO (alpha / beta) = 3.022 / 3.001 eV
Largest force on an atom = 11.07 eV/Å
Total charge = +4